1.
68
Properties=species:S:1:pos:R:3:mulliken_charge:R:1 method="wB97M-V/def2-TZVPD" homo_lumo_gap_ev="6.3251 / 7.8562" energy_ev=-134934.6972 de_lowest_ev=1.4948 multiplicity=2
Hg 0.21523 0.45160 -0.21929 2.2989
F -4.38993 2.71946 5.58600 -0.3026
C -3.82194 2.03173 4.58747 0.5661
C -3.92380 0.64089 4.53458 0.1320
F -4.58683 -0.01256 5.49873 -0.3025
C -3.34194 -0.03852 3.47725 0.3628
F -3.42494 -1.37965 3.43576 -0.3541
C -2.68507 0.60559 2.43066 0.1209
P -1.54632 -0.57301 1.21652 -0.4850
C -0.78629 -2.23553 0.75086 0.8968
C -1.23581 -3.00050 -0.31939 -0.6358
C -0.49831 -4.08919 -0.74834 -0.5307
C 0.67974 -4.43279 -0.10876 -0.6162
C 1.10738 -3.69917 0.98685 -0.6281
C 0.37262 -2.61493 1.42305 -0.6894
C -2.99654 -0.57965 0.09219 0.7379
C -3.12476 0.37007 -0.91485 -0.2798
C -4.29888 0.47041 -1.63999 -0.8495
C -5.35845 -0.37565 -1.36130 -0.5641
C -5.22962 -1.34232 -0.37678 -0.6797
C -4.05837 -1.44591 0.35015 -0.1447
C -2.54625 1.98794 2.54755 0.0438
Br -1.62130 3.00329 1.22357 -0.1115
C -3.12036 2.69880 3.59094 0.0192
F -3.01628 4.03339 3.63281 -0.3281
H -2.14010 -2.72974 -0.84397 0.1697
H -0.84421 -4.65803 -1.60082 0.4041
H 1.25902 -5.27218 -0.46167 0.4076
H 2.01593 -3.96537 1.50638 0.4232
H 0.69370 -2.03562 2.27934 0.4666
H -2.29898 1.04614 -1.13139 0.1161
H -4.38915 1.22171 -2.41168 0.4624
H -6.28259 -0.28353 -1.91245 0.3929
H -6.05269 -2.01076 -0.17172 0.4301
H -3.95901 -2.19989 1.11808 0.4583
C 3.46162 -0.30432 0.88347 -1.3996
N 2.40031 -0.42027 -0.09117 0.1869
C 2.58603 -1.15284 -1.13481 -0.0906
C 1.58375 -1.38759 -2.10169 0.1738
C 1.60726 -2.26361 -3.19584 -1.1530
C 0.34675 -2.21421 -3.77127 -1.0236
C -0.39425 -1.30479 -3.01842 -1.2717
N 0.34117 -0.80283 -2.01750 0.2856
C 3.96248 1.11044 1.05444 0.8132
C 3.07094 2.15580 1.25631 0.1676
C 3.52947 3.43989 1.48580 -0.8321
C 4.89242 3.68816 1.54157 -0.4673
C 5.78989 2.65348 1.34069 -0.6120
C 5.32630 1.37384 1.08744 -0.5499
H 4.30060 -0.96564 0.62194 0.4166
H 3.07100 -0.63361 1.85793 0.2707
H 3.54335 -1.66160 -1.29190 0.3019
H 2.44287 -2.85573 -3.51648 0.5258
H 0.00103 -2.76455 -4.62567 0.5046
H -1.42082 -1.00064 -3.15996 0.5811
H 2.00124 1.95789 1.24446 0.1994
H 2.82354 4.24078 1.64996 0.4421
H 5.25497 4.68578 1.74036 0.3953
H 6.85382 2.83724 1.40113 0.3773
H 6.03236 0.57059 0.92952 0.3601
N 2.43972 2.97179 -3.13731 -0.4641
C 1.29300 2.33136 -2.80164 0.6503
N 0.61378 1.75825 -3.82564 -0.3761
O 0.89739 2.31652 -1.64006 -0.5861
H 2.70760 3.12594 -4.09308 0.1502
H 2.89947 3.49829 -2.41541 0.2536
H 1.06952 1.63321 -4.71330 0.2275
H -0.09350 1.07645 -3.59024 0.1346

2.
78
Properties=species:S:1:pos:R:3:mulliken_charge:R:1 method="wB97M-V/def2-TZVPD" homo_lumo_gap_ev="5.7250 / 5.7324" energy_ev=-117229.9728 de_lowest_ev=0.8614 multiplicity=7 total_charge=-1
Tb -0.74958 0.29552 -0.04668 -0.5453
S -1.13131 1.97596 2.27779 -0.4451
C -1.75921 0.49484 2.85720 0.5031
C -2.10515 0.31025 4.20740 -0.8640
C -2.64978 -0.88541 4.59993 -0.2431
C -2.84563 -1.88976 3.65035 -0.9941
C -2.45031 -1.64575 2.35310 -0.2105
N -1.90922 -0.49751 1.95031 0.1603
H -1.92520 1.11548 4.90098 0.4466
H -2.93401 -1.04344 5.63138 0.3963
H -3.28289 -2.83730 3.92161 0.4507
H -2.57552 -2.39790 1.57937 0.6173
O 2.81330 -0.82976 -1.98705 -0.7493
C 1.77475 -1.00854 -1.38045 0.2822
O 1.27761 -0.23439 -0.49269 0.2667
C 0.94147 -2.30306 -1.58406 -1.0425
P 0.02177 -2.49600 0.00548 1.5072
C -0.68978 -4.17295 -0.23818 0.8248
C 0.01252 -5.34542 0.01955 -0.5099
C -0.59316 -6.57428 -0.17651 -0.6736
C -1.89900 -6.64566 -0.63204 -0.4820
C -2.60176 -5.48229 -0.89616 -0.7234
C -2.00157 -4.25235 -0.69407 -0.4349
C 1.32627 -2.90239 1.21530 0.2625
C 2.69603 -2.79494 1.00407 -0.4781
C 3.57340 -3.04203 2.04776 -0.6430
C 3.09801 -3.40431 3.29478 -0.5151
C 1.73372 -3.50833 3.51237 -0.7077
C 0.85480 -3.25292 2.48196 -0.3508
H 1.54873 -3.16466 -1.88032 0.4292
H 0.18456 -2.12354 -2.35901 0.4396
H 1.02735 -5.29421 0.38868 0.4136
H -0.04318 -7.48090 0.03628 0.4022
H -2.36850 -7.60894 -0.77805 0.3716
H -3.62105 -5.53204 -1.24834 0.4429
H -2.55281 -3.34219 -0.88353 -0.0934
H 3.08177 -2.49826 0.03824 0.2655
H 4.63978 -2.95685 1.88479 0.4785
H 3.79105 -3.59543 4.10165 0.3493
H 1.35613 -3.76829 4.49104 0.4030
H -0.21516 -3.31658 2.63921 0.3715
C 4.51325 3.39089 -0.20577 -1.2363
C 4.15350 2.30813 0.73170 1.2333
N 4.95647 1.59613 1.45882 -1.0531
N 4.15947 0.73371 2.13946 0.3394
C 2.85246 0.89041 1.82736 -0.1319
S 1.55868 0.09167 2.47891 -0.0018
N 2.85212 1.91987 0.92445 0.7093
N 1.77032 2.53493 0.32657 -0.9958
H 5.56398 3.64401 -0.09669 0.3703
H 3.89227 4.26328 -0.00889 0.2951
H 4.32508 3.06046 -1.22594 0.2596
H 4.54405 0.06170 2.78081 0.2070
H 0.95514 2.48508 0.95657 0.1134
H 1.54113 2.08328 -0.57097 0.1855
O -2.02739 2.16649 -0.74536 -0.6496
C -1.11366 2.48180 -1.53013 0.9807
O -0.15934 1.71810 -1.82077 -0.7560
C -1.11274 3.86495 -2.14105 0.0423
C 0.05284 4.34232 -2.72652 -0.3513
C 0.06482 5.61914 -3.28216 -0.2756
C -1.06863 6.41619 -3.27237 -0.2589
C -2.21896 5.92558 -2.67226 -0.2974
C -2.25090 4.65794 -2.09894 -0.3407
N -3.39708 6.76090 -2.63945 1.0574
O -4.37278 6.34103 -2.05724 -0.6128
O -3.33117 7.83805 -3.19814 -0.6333
N 1.27649 6.13086 -3.87411 1.0577
O 2.29986 5.50402 -3.69538 -0.6099
O 1.20043 7.16405 -4.51046 -0.6261
H 0.93845 3.72499 -2.75064 0.6506
H -1.05689 7.39833 -3.72482 0.5950
H -3.14693 4.29350 -1.62003 0.7137
N -2.30798 -0.86884 -1.26202 -0.2037
C -3.27314 -1.08208 -1.90404 0.6231
N -4.25151 -1.54261 -2.51390 -0.6820
C -5.17906 -1.11789 -3.28943 0.5074
N -6.05191 -0.86386 -4.00059 -0.6035

3.
63
Properties=species:S:1:pos:R:3:mulliken_charge:R:1 method="wB97M-V/def2-TZVPD" homo_lumo_gap_ev="5.6238 / 6.7081" energy_ev=-86794.6413 multiplicity=2 total_charge=+2
Re -0.64243 -0.27731 -0.94507 0.5336
S -0.36187 1.92648 -0.56842 -0.0627
C 1.16914 2.43157 -1.32165 0.5880
C 1.60494 3.73182 -1.09815 -0.7778
C 2.82732 4.14406 -1.60630 -0.6729
C 3.61784 3.27072 -2.34321 -0.6999
C 3.17938 1.97869 -2.59262 -0.6380
C 1.96826 1.56251 -2.06022 0.5898
S 1.28123 -0.01398 -2.44474 -0.1885
C 2.32988 -1.26757 -1.63701 -0.3867
C 1.45541 -2.49302 -1.55771 0.9115
C 1.95138 -3.76564 -1.74879 -0.9792
C 1.06537 -4.82793 -1.86440 -0.5351
C -0.29468 -4.57210 -1.88903 -0.9873
C -0.73554 -3.27735 -1.69258 0.6206
C -2.16803 -2.86315 -1.84918 -0.8803
S -2.17558 -1.18735 -2.61867 -0.2278
C -3.76593 -0.62102 -2.09710 0.4665
C -4.81828 -0.61062 -2.99873 -0.6496
C -6.06810 -0.19798 -2.55405 -0.6015
C -6.24014 0.18378 -1.23087 -0.6338
C -5.17546 0.16600 -0.33787 -0.7097
C -3.91682 -0.22888 -0.77341 0.6134
S -2.55794 -0.25507 0.35854 -0.1067
N 0.12459 -2.27417 -1.42935 0.1694
H 0.99286 4.41435 -0.52285 0.5173
H 3.16296 5.15617 -1.42759 0.4503
H 4.56740 3.60051 -2.74047 0.4484
H 3.77211 1.30557 -3.19850 0.4783
H 2.65150 -0.87424 -0.67251 -0.5063
H 3.20815 -1.48142 -2.24394 0.8873
H 3.01686 -3.91912 -1.84694 0.5291
H 1.43550 -5.83386 -2.00750 0.4648
H -1.00905 -5.35890 -2.08636 0.5166
H -2.68438 -2.77348 -0.89214 0.3549
H -2.70631 -3.54812 -2.50096 0.6015
H -4.66781 -0.91099 -4.02720 0.4736
H -6.90097 -0.17286 -3.24230 0.4161
H -7.21310 0.50738 -0.88735 0.4189
H -5.31656 0.47106 0.69049 0.5003
Te 0.63650 -0.81235 1.40852 0.7809
C -0.54556 -0.16368 3.00601 0.5808
C -1.18072 1.07328 3.04186 0.2306
C -1.88748 1.43574 4.17709 -0.9884
C -1.96216 0.56748 5.25949 -0.5331
C -1.33203 -0.66626 5.21418 -0.6713
C -0.61627 -1.03902 4.08416 -0.8033
C 2.22880 0.55256 1.59298 0.7357
C 2.02638 1.90062 1.85638 -0.3530
C 3.12692 2.73087 2.00963 -0.7063
C 4.41390 2.22092 1.89005 -0.5988
C 4.60889 0.87204 1.63942 -0.7900
C 3.51311 0.02784 1.50348 -0.5218
H -1.14763 1.74696 2.19518 0.3649
H -2.38433 2.39559 4.21663 0.4603
H -2.51623 0.85571 6.14244 0.4230
H -1.39086 -1.33981 6.05787 0.4256
H -0.11950 -2.00117 4.05994 0.3996
H 1.03179 2.31238 1.95569 0.2936
H 2.97760 3.77927 2.23029 0.4629
H 5.26623 2.87510 2.01420 0.4674
H 5.61005 0.46742 1.57669 0.4519
H 3.67950 -1.03604 1.37456 0.5823

4.
76
Properties=species:S:1:pos:R:3:mulliken_charge:R:1 method="wB97M-V/def2-TZVPD" homo_lumo_gap_ev=6.6358 energy_ev=-221417.8555 de_lowest_ev=0.0184 total_charge=-1
Ba 1.68489 0.82972 -0.38639 1.3618
S -0.99328 3.32672 3.55750 -0.4276
C -2.19429 2.83657 2.44259 -0.3524
C -1.65826 2.15907 1.38640 -0.9831
C -0.23187 1.98467 1.41298 0.3041
C 0.25056 2.58358 2.54518 0.3656
C 1.65231 2.66560 2.94947 -0.3041
C 2.06162 3.25971 4.15231 -1.0072
C 3.40137 3.30123 4.47377 -0.3931
C 4.33003 2.75477 3.59685 -1.1011
C 3.85120 2.18193 2.43213 -0.3045
N 2.55935 2.12998 2.11162 0.7855
H -3.23097 3.08306 2.62646 0.4619
H -2.28068 1.77326 0.58357 0.4939
H 1.32209 3.67799 4.82205 0.3470
H 3.72261 3.75617 5.40347 0.4005
H 5.39075 2.76882 3.80589 0.4106
H 4.52800 1.74202 1.70812 0.3711
O -4.71124 2.86359 -4.61598 -0.5013
C -3.72504 3.79405 -4.20032 -0.5976
C -2.63297 3.09200 -3.44260 0.3437
C -1.55016 3.81984 -2.96757 -1.3011
C -0.55277 3.16367 -2.26859 -0.4693
N -0.58705 1.85429 -2.01962 0.4968
C -1.63255 1.15612 -2.45938 -0.1410
C -2.67302 1.73327 -3.18229 -0.6203
C -1.67390 -0.28668 -2.09242 0.5820
C -2.18369 -1.24052 -2.96034 -0.6875
C -2.21119 -2.56567 -2.54954 0.6472
C -2.57395 -3.67237 -3.49565 -0.6547
O -3.46161 -3.20167 -4.50274 -0.5289
C -1.79097 -2.86200 -1.26546 -0.8373
C -1.27774 -1.84388 -0.47943 -1.1394
N -1.19305 -0.58298 -0.88197 0.1723
H -5.40473 3.34130 -5.07734 0.2879
H -4.16348 4.56176 -3.55250 0.3059
H -3.28149 4.30161 -5.06473 0.3212
H -1.47617 4.88759 -3.13564 0.4096
H 0.31687 3.69331 -1.89821 0.5373
H -3.51104 1.13652 -3.51086 0.6563
H -2.51527 -0.97162 -3.95310 0.6780
H -3.02564 -4.49998 -2.93857 0.2923
H -1.63887 -4.03313 -3.93816 0.2931
H -3.36424 -3.76113 -5.27668 0.3173
H -1.79943 -3.87899 -0.89229 0.4794
H -0.88899 -2.05918 0.50787 0.8322
Se 1.80640 -0.88823 3.20980 0.3078
Se 0.73510 -2.73818 4.12963 -0.2396
C -1.00669 -2.41624 3.36393 0.3698
C -1.76360 -3.48017 2.88572 -0.5569
C -3.03578 -3.20331 2.40989 -0.3432
C -3.48252 -1.89168 2.40353 -0.5483
C -2.63557 -0.90255 2.88482 -0.2249
N -1.42775 -1.16358 3.37651 -0.3368
C 3.11789 -1.72192 2.06865 0.3126
C 3.57843 -3.02388 2.17839 -0.5632
C 4.56805 -3.42862 1.29843 -0.3519
C 5.08085 -2.52812 0.37885 -0.8414
C 4.55842 -1.24747 0.35348 -0.1608
N 3.58093 -0.85790 1.17521 0.2242
H -1.35668 -4.48225 2.87195 0.3782
H -3.65844 -4.00135 2.02443 0.4003
H -4.45688 -1.63044 2.01368 0.4001
H -2.92070 0.14320 2.87524 0.4236
H 3.16467 -3.70276 2.90938 0.2706
H 4.93323 -4.44756 1.33178 0.3556
H 5.84167 -2.81770 -0.33155 0.4028
H 4.89409 -0.50102 -0.35774 0.3496
O 2.43477 3.52024 -1.40658 -0.6048
S 3.90692 3.27695 -1.24611 0.1286
N 4.35158 1.92459 -0.89936 -0.3728
O 1.02548 -2.67645 -2.89793 -0.6489
Cl 2.04495 -2.52353 -1.89351 1.7130
O 2.90106 -1.40018 -2.23144 -0.6912
O 2.81695 -3.72654 -1.77776 -0.7126
O 1.42114 -2.21731 -0.61112 -0.4425